ORCA calculation (the ωB97M-V functional and the def2-TZVPD basis) on one molecule with the formula C4H14N4 at a distorted geometry.

Cartesian coordinates (Å):
C 0.991757 -2.583465 0.220444
N 0.203528 -1.581696 -0.462516
N 0.939626 -0.368924 -0.653678
C 0.427422 0.706060 0.096060
C 0.797512 0.634482 1.566317
N 0.760989 1.951665 -0.470691
N -1.268420 0.342996 0.120368
C -1.984717 0.771834 -1.067340
H 1.289309 -2.324054 1.253048
H 0.407746 -3.503988 0.246785
H 1.919081 -2.789435 -0.327934
H -0.844470 -1.048790 -0.052982
H 0.982427 -0.141613 -1.646066
H 0.354499 1.469292 2.110655
H 1.882467 0.665430 1.657455
H 0.434589 -0.296916 1.995053
H 0.491611 2.048590 -1.440172
H 0.449209 2.741579 0.076087
H -1.705674 0.706864 0.958787
H -2.007574 1.858516 -1.206485
H -1.498621 0.317592 -1.935281
H -3.022296 0.423981 -1.037913

Atomic forces in eV per Å
C -0.10 0.14 0.28
N -1.70 1.30 0.03
N 0.47 -0.54 -0.55
C -2.22 -0.37 0.61
C -0.09 0.01 -0.17
N -0.07 -0.05 -0.06
N 1.15 1.11 0.05
C 0.13 0.04 -0.01
H -0.08 -0.05 -0.08
H 0.02 -0.03 0.07
H -0.17 0.04 -0.02
H 2.55 -1.64 -0.32
H -0.07 -0.01 0.20
H 0.02 0.03 0.07
H -0.04 0.05 0.00
H 0.00 -0.02 -0.01
H -0.05 0.03 0.03
H 0.01 -0.06 -0.05
H 0.16 0.02 0.04
H 0.05 0.04 -0.03
H -0.12 0.03 -0.04
H 0.15 -0.04 -0.02

The value obtained for the HOMO energy is -7.59 eV. The calculation puts the energy above the lowest of the compared OMol25 structures with the same formula, charge and spin at 61.41 kcal/mol. The gap between HOMO and LUMO comes out at 8.4563 eV. The value obtained for the calculated total energy is -10333.142 eV. As for the SMILES: CNN[C@@](C)(N)NC. As for the LUMO energy: 0.86 eV.

---

ORCA calculation (the ωB97M-V functional and the def2-TZVPD basis) on one molecule with the formula C3H3Cl2N3 at a distorted geometry.

Cartesian coordinates (Å):
C 2.261745 -1.958530 -0.099315
C 0.043717 0.227286 -0.115990
C 2.608660 -0.632855 -0.257088
N 1.952246 -3.048688 0.110706
N 1.608976 0.329606 -0.127090
N 2.067585 1.518212 0.242006
Cl 4.214577 -0.133177 0.007914
Cl 1.022960 2.767902 0.131673
H 0.024165 -0.748287 0.217256
H -0.154402 0.883484 0.646122
H -0.366937 0.477267 -1.098194

Atomic forces in eV per Å
C -0.36 -0.99 0.20
C 3.56 -1.05 -2.02
C -1.93 2.06 0.16
N -0.07 -0.24 -0.16
N 0.90 2.13 0.44
N 1.50 -2.14 -0.43
Cl -0.02 -0.15 -0.15
Cl -1.10 1.61 -0.24
H -1.37 -2.33 0.26
H -1.20 1.34 1.52
H 0.10 -0.25 0.41

The value obtained for the HOMO energy (alpha / beta) is -8.30 / -8.40 eV. The calculation puts the energy above the lowest of the compared OMol25 structures with the same formula, charge and spin at 102.70 kcal/mol. The gap between HOMO and LUMO (alpha / beta) comes out at 7.8521 / 7.7327 eV. The value obtained for the calculated total energy is -32670.095 eV. As for the LUMO energy (alpha / beta): -0.45 / -0.67 eV.

---

ORCA calculation (the ωB97M-V functional and the def2-TZVPD basis) on one molecule with the formula C9H12BrNOS at a distorted geometry.

Cartesian coordinates (Å):
C -2.512154 1.091341 1.464780
C -2.453269 1.706232 -0.823708
C -3.752728 0.460466 1.369125
C -3.672459 1.072566 -0.945351
C -1.873894 1.641643 0.388927
C -4.243562 0.363606 0.076589
C 1.143537 -0.356882 -0.221730
C 2.309776 -0.145920 -1.213562
C 1.223790 -1.595131 0.745761
N 0.745052 0.966107 0.496604
O -0.207903 3.365098 -0.752795
S -0.292766 2.534748 0.478100
Br -5.957708 -0.622626 -0.169459
H -1.995540 1.217632 2.388563
H -2.080905 2.250767 -1.576184
H -4.271047 0.092657 2.201267
H -4.315306 1.045169 -1.889919
H 2.565255 -1.075983 -1.541125
H 3.114928 0.247291 -0.643467
H 2.077414 0.504769 -2.141134
H 0.336326 -1.458115 1.362923
H 1.143902 -2.554273 0.034101
H 2.271942 -1.565756 1.311045
H 0.198741 -0.711921 -0.910401
H 1.632872 1.227625 0.866091

Atomic forces in eV per Å
C -0.11 -0.22 0.95
C -2.68 -1.82 1.23
C 1.47 0.54 -1.43
C -2.11 -0.90 -2.72
C 1.36 0.76 -0.14
C -1.56 -0.33 1.04
C -4.15 0.10 -2.80
C -2.13 2.42 0.23
C 2.15 0.26 -1.50
N -0.43 -0.31 0.07
O -0.25 -1.01 1.02
S 1.70 -2.14 -0.79
Br 1.38 0.86 0.05
H 0.01 -0.22 0.87
H 1.52 1.83 -2.72
H -0.49 -0.57 1.01
H 1.46 0.32 1.08
H 0.96 -2.64 -1.11
H 1.06 0.59 0.20
H 0.19 -0.85 1.83
H 0.37 -0.58 0.39
H 0.28 2.01 1.91
H -2.44 -0.36 -0.84
H 1.94 1.28 1.54
H 0.47 0.99 0.62

The value obtained for the HOMO energy is -9.30 eV. The calculation puts the energy above the lowest of the compared OMol25 structures with the same formula, charge and spin at 0.00 kcal/mol. The gap between HOMO and LUMO comes out at 9.6796 eV. The value obtained for the calculated total energy is -93939.745 eV. As for the LUMO energy: 0.38 eV.